Entry 1:
{
  "formula": "C10H14N2O",
  "method": "ωB97M-V/def2-TZVPD",
  "symbols": ["C", "C", "C", "C", "C", "C", "C", "C", "C", "C", "N", "N", "O", "H", "H", "H", "H", "H", "H", "H", "H", "H", "H", "H", "H", "H", "H"],
  "positions_angstrom": [[-3.3605, -0.5210, 0.0392], [-2.5748, -0.6450, 1.1839], [-2.8693, -0.2626, -1.1971], [-1.2249, -0.3275, 1.0050], [-1.5059, 0.0003, -1.3143], [-0.6152, -0.0452, -0.2318], [0.7300, 2.9030, 0.3971], [1.2352, 1.8254, 0.8916], [3.0663, -0.8770, 0.0386], [0.8274, 0.1222, -0.3296], [1.1370, -2.2547, 0.2003], [1.6006, -0.9445, 0.3899], [1.2715, 0.5137, -1.5443], [-4.3869, -0.6645, 0.1807], [-2.9666, -0.9463, 2.1855], [-3.6267, -0.3900, -2.0097], [-0.5541, -0.2372, 1.8280], [-1.0174, 0.1245, -2.3674], [0.9673, 3.9029, 0.8068], [-0.1548, 2.9065, -0.2785], [1.9744, 1.4542, 1.5669], [3.6984, -1.1573, 0.8011], [3.1585, -1.3609, -0.8548], [3.1976, 0.2156, -0.2263], [0.8250, -2.4489, 1.1755], [0.3101, -2.1768, -0.4100], [0.8577, 1.2909, -1.9260]],
  "lowdin_charge": [-0.126, -0.049, -0.095, -0.043, -0.032, -0.224, -0.088, -0.001, -0.038, -0.374, 0.034, -0.220, 0.019, 0.084, 0.121, 0.124, 0.104, 0.143, 0.056, 0.069, 0.055, 0.051, 0.045, 0.095, 0.097, 0.088, 0.106],
  "orbital_gap_ha": 0.30978
}

***

Entry 2:
{
  "formula": "C37H22N15SSr",
  "method": "ωB97M-V/def2-TZVPD",
  "symbols": ["Sr", "C", "C", "C", "C", "C", "N", "C", "N", "C", "C", "C", "C", "C", "C", "C", "C", "N", "C", "N", "C", "N", "C", "N", "C", "N", "C", "C", "C", "C", "C", "C", "C", "C", "C", "C", "C", "C", "N", "C", "C", "H", "H", "H", "H", "H", "H", "H", "H", "H", "H", "H", "H", "H", "H", "H", "H", "C", "C", "N", "N", "C", "S", "N", "N", "H", "H", "H", "H", "H", "H", "N", "C", "N", "C", "N"],
  "positions_angstrom": [[-0.0375, -0.9941, -0.2170], [1.6723, -3.6153, 6.0404], [0.3525, -3.3213, 6.4028], [-0.5067, -2.6794, 5.5236], [-0.0213, -2.3493, 4.2672], [-0.6196, -1.6625, 3.1173], [0.3105, -1.6031, 2.1272], [1.4728, -2.1249, 2.5442], [2.6376, -2.1725, 1.8743], [2.9450, -1.3848, 0.8602], [4.1639, -1.5522, 0.0374], [5.1762, -2.4940, 0.0533], [6.1790, -2.3770, -0.9006], [6.1591, -1.3479, -1.8433], [5.1352, -0.4093, -1.8591], [4.1426, -0.5270, -0.9038], [2.9081, 0.2482, -0.6496], [2.5524, 1.2988, -1.3543], [1.3564, 1.9140, -1.2556], [0.2186, 1.4057, -0.7520], [-0.7498, 2.3538, -0.7386], [-1.9640, 2.2696, -0.1865], [-2.3408, 1.3411, 0.6822], [-1.6073, 0.3261, 1.2032], [-2.2818, -0.2490, 2.2272], [-1.8357, -1.1348, 3.1144], [-3.6086, 0.3757, 2.3291], [-4.6877, 0.1548, 3.1729], [-5.8111, 0.9508, 3.0100], [-5.8478, 1.9564, 2.0360], [-4.7623, 2.1846, 1.2048], [-3.6457, 1.3751, 1.3576], [-0.2301, 3.5584, -1.3759], [-0.7917, 4.7977, -1.6590], [-0.0017, 5.7392, -2.2951], [1.3324, 5.4605, -2.6273], [1.9011, 4.2345, -2.3262], [1.1040, 3.2811, -1.7035], [2.2637, -0.2977, 0.4204], [1.2989, -2.6407, 3.9071], [2.1622, -3.2713, 4.7894], [2.3189, -4.1174, 6.7491], [-0.0012, -3.5995, 7.3879], [-1.5258, -2.4409, 5.7991], [5.1710, -3.2969, 0.7786], [6.9829, -3.1018, -0.9234], [6.9498, -1.2897, -2.5808], [5.0993, 0.3835, -2.5947], [-4.6439, -0.6186, 3.9286], [-6.6734, 0.7976, 3.6470], [-6.7375, 2.5661, 1.9367], [-4.7759, 2.9700, 0.4595], [-1.8177, 5.0119, -1.3868], [-0.4158, 6.7101, -2.5381], [1.9256, 6.2197, -3.1218], [2.9341, 4.0155, -2.5654], [3.1827, -3.4872, 4.5008], [-3.1989, 2.0711, -3.4148], [-1.8714, 1.5055, -3.7475], [-0.9320, 2.0939, -4.4244], [0.0914, 1.1892, -4.4322], [-0.1731, 0.0602, -3.7539], [0.7761, -1.2785, -3.4321], [-1.4561, 0.2604, -3.3515], [-2.0994, -0.5814, -2.4296], [-3.2609, 3.0695, -3.8408], [-3.3111, 2.1357, -2.3302], [-4.0061, 1.4589, -3.8224], [0.9884, 1.4326, -4.8138], [-3.0752, -0.6526, -2.7041], [-1.7189, -1.5291, -2.5588], [-1.2278, -3.2441, -1.1704], [-0.9114, -4.3062, -1.5491], [-0.6807, -5.5196, -1.9271], [0.5007, -5.7886, -2.4710], [1.5001, -6.1179, -2.9575]],
  "lowdin_charge": [1.331, -0.093, -0.093, -0.021, -0.104, -0.278, 0.013, -0.278, 0.192, -0.302, -0.103, -0.012, -0.083, -0.085, -0.016, -0.107, -0.317, 0.194, -0.298, 0.029, -0.305, 0.183, -0.301, 0.027, -0.286, 0.195, -0.108, -0.021, -0.095, -0.098, -0.028, -0.111, -0.120, -0.027, -0.094, -0.095, -0.026, -0.118, 0.017, -0.105, -0.020, 0.094, 0.094, 0.109, 0.112, 0.097, 0.096, 0.110, 0.108, 0.093, 0.093, 0.105, 0.108, 0.093, 0.093, 0.108, 0.109, -0.001, -0.347, 0.132, 0.039, -0.823, 0.607, -0.094, 0.107, 0.086, 0.066, 0.082, 0.152, 0.105, 0.012, -0.008, -0.422, 0.034, -0.441, 0.059],
  "charge": -1,
  "orbital_gap_ha": [0.18235, 0.18562]
}

***

Entry 3:
{
  "formula": "C4H12NOS",
  "method": "ωB97M-V/def2-TZVPD",
  "symbols": ["C", "C", "S", "C", "N", "C", "H", "H", "H", "H", "H", "H", "H", "H", "H", "H", "H", "H", "O"],
  "positions_angstrom": [[0.7648, -0.1264, -0.7964], [-0.4175, -0.6934, -1.5767], [-0.3078, -1.6461, -3.1329], [0.5812, 1.1311, 0.0862], [-0.1727, 1.0447, 1.3164], [-1.5801, 0.6808, 1.1860], [1.1879, -0.8485, -0.0691], [1.4983, 0.2198, -1.5598], [-1.0162, 0.1887, -1.8880], [-1.0472, -1.3060, -0.9049], [1.6228, 1.4415, 0.3215], [0.1693, 1.9575, -0.5494], [1.6212, -1.7590, -2.8139], [-1.9914, 0.9388, 2.1781], [-1.7457, -0.4018, 0.9976], [-1.9889, 1.2343, 0.3307], [1.2500, -1.2959, 2.9700], [0.3228, 0.2503, 1.8548], [1.2492, -1.0104, 2.0499]],
  "lowdin_charge": [-0.296, -0.696, 0.491, -0.299, -0.174, -0.174, 0.077, 0.082, 0.047, 0.047, 0.108, 0.100, 0.101, 0.065, 0.060, 0.060, -0.134, 0.020, -0.485],
  "charge": -1,
  "orbital_gap_ha": 0.20989
}

***

Entry 4:
{
  "formula": "C2H4O2",
  "method": "ωB97M-V/def2-TZVPD",
  "symbols": ["C", "C", "O", "O", "H", "H", "H", "H"],
  "positions_angstrom": [[0.3373, -1.2479, 0.6815], [-0.0328, 0.0794, 0.0415], [-0.7803, 0.9293, 0.5754], [0.4033, 0.3654, -1.2186], [-0.4454, -1.8632, 0.2140], [0.2176, -1.2497, 1.7509], [1.4002, -1.4896, 0.2535], [0.0164, 1.2562, -1.4108]],
  "lowdin_charge": [0.010, -0.534, 0.027, 0.063, 0.093, 0.077, 0.126, 0.138],
  "orbital_gap_ha": 0.40987
}

***

Entry 5:
{
  "formula": "C34H44BN8O3PSe2Sr",
  "method": "ωB97M-V/def2-TZVPD",
  "symbols": ["Sr", "N", "C", "C", "O", "N", "C", "C", "O", "O", "H", "H", "H", "H", "H", "H", "C", "C", "C", "C", "C", "C", "N", "N", "B", "N", "C", "C", "C", "N", "C", "C", "C", "N", "C", "C", "C", "N", "C", "C", "C", "H", "H", "H", "H", "H", "H", "H", "H", "H", "H", "H", "H", "H", "H", "H", "H", "H", "H", "H", "H", "H", "H", "H", "H", "H", "H", "H", "H", "Se", "P", "Se", "C", "C", "C", "C", "C", "C", "C", "C", "C", "C", "C", "C", "H", "H", "H", "H", "H", "H", "H", "H", "H", "H"],
  "positions_angstrom": [[-0.2090, -0.1576, 0.3764], [-1.8432, 0.3735, -1.7743], [-2.7830, -0.7442, -1.9709], [-3.2955, -1.3584, -0.6522], [-4.4913, -1.7218, -0.6225], [-2.3675, -1.4600, 0.2808], [-2.7876, -2.1296, 1.4954], [-1.8284, -1.8700, 2.6900], [-2.2279, -2.1652, 3.8228], [-0.6902, -1.3568, 2.4201], [-2.3555, 1.2360, -1.6210], [-1.2912, 0.4903, -2.6155], [-2.2377, -1.5317, -2.4982], [-3.6527, -0.4691, -2.5754], [-2.8209, -3.2173, 1.3478], [-3.8025, -1.8471, 1.7968], [3.5045, -2.7313, 2.2498], [3.3059, -1.6702, 1.1721], [4.4698, -1.6737, 0.1782], [3.1265, -0.3038, 1.7703], [3.7896, 0.2561, 2.8729], [3.2823, 1.5356, 2.9513], [2.3839, 1.7049, 1.9753], [2.2891, 0.5781, 1.2311], [1.5373, 2.9860, 1.7348], [0.1216, 2.8612, 2.3358], [-0.3439, 3.4154, 3.4607], [-1.6237, 2.9501, 3.6865], [-1.8779, 2.0955, 2.6034], [-0.8146, 2.0441, 1.8045], [-3.1264, 1.3457, 2.2460], [-4.0374, 2.1937, 1.3540], [-3.8639, 0.8428, 3.4847], [1.4779, 3.3282, 0.2299], [1.8127, 4.5150, -0.2960], [1.6121, 4.4671, -1.6597], [1.1539, 3.1562, -1.8836], [1.0594, 2.4840, -0.7447], [0.9213, 2.4732, -3.1989], [2.2352, 1.9038, -3.7376], [0.2672, 3.3999, -4.2217], [3.5831, -3.7191, 1.7915], [4.4242, -2.5475, 2.8128], [2.6687, -2.7421, 2.9499], [2.3989, -1.9178, 0.6119], [5.3932, -1.3763, 0.6849], [4.6099, -2.6681, -0.2504], [4.2787, -0.9743, -0.6365], [4.5100, -0.2032, 3.5271], [3.4893, 2.3323, 3.6481], [2.0890, 3.8996, 2.3024], [0.2712, 4.0910, 4.0336], [-2.2693, 3.1895, 4.5135], [-2.8311, 0.4716, 1.6603], [-4.4468, 3.0422, 1.9122], [-3.4855, 2.5896, 0.4989], [-4.8644, 1.5873, 0.9791], [-4.1755, 1.6774, 4.1224], [-4.7577, 0.2935, 3.1825], [-3.2412, 0.1553, 4.0572], [2.1696, 5.3119, 0.3359], [1.7898, 5.2504, -2.3764], [0.2498, 1.6343, -3.0138], [2.9301, 2.7192, -3.9601], [2.6983, 1.2415, -3.0058], [2.0657, 1.3270, -4.6495], [0.9281, 4.2363, -4.4635], [0.0615, 2.8625, -5.1500], [-0.6709, 3.8104, -3.8456], [0.0052, -4.8420, -1.4045], [1.2901, -3.5884, -2.5380], [1.2296, -1.4367, -2.3609], [1.1487, -4.0201, -4.3256], [1.2143, -5.3637, -4.6905], [1.1457, -5.7340, -6.0208], [0.9967, -4.7640, -7.0085], [0.9206, -3.4290, -6.6496], [1.0012, -3.0588, -5.3118], [3.0576, -4.0563, -2.2811], [4.0380, -3.4925, -3.0964], [5.3677, -3.8369, -2.9394], [5.7381, -4.7407, -1.9475], [4.7704, -5.2900, -1.1235], [3.4317, -4.9546, -1.2942], [1.2998, -6.1147, -3.9139], [1.1991, -6.7821, -6.2908], [0.9323, -5.0525, -8.0513], [0.7964, -2.6676, -7.4107], [0.9464, -2.0165, -5.0202], [3.7459, -2.7652, -3.8455], [6.1206, -3.3925, -3.5793], [6.7809, -5.0034, -1.8133], [5.0562, -5.9828, -0.3409], [2.6584, -5.3837, -0.6668]],
  "lowdin_charge": [1.216, -0.067, -0.198, -0.614, -0.071, -0.116, -0.182, -0.706, -0.051, -0.242, 0.071, 0.020, 0.100, 0.098, 0.119, 0.103, -0.061, -0.369, -0.056, -0.292, -0.022, -0.094, -0.031, 0.054, -0.523, -0.036, -0.093, -0.017, -0.281, 0.050, -0.365, -0.059, -0.061, -0.031, -0.099, -0.032, -0.303, 0.121, -0.382, -0.084, -0.078, 0.069, 0.069, 0.088, 0.099, 0.079, 0.049, 0.073, 0.089, 0.109, 0.110, 0.107, 0.089, 0.096, 0.073, 0.068, 0.078, 0.067, 0.080, 0.074, 0.105, 0.085, 0.087, 0.077, 0.050, 0.071, 0.067, 0.072, 0.077, 0.193, 0.034, 0.264, -0.399, -0.112, -0.099, -0.114, -0.100, -0.121, -0.404, -0.110, -0.098, -0.115, -0.107, -0.127, 0.084, 0.093, 0.089, 0.093, 0.040, 0.096, 0.094, 0.091, 0.096, 0.049],
  "charge": -2,
  "orbital_gap_ha": 0.23188
}

***

Entry 6:
{
  "formula": "C6H8N2O",
  "method": "ωB97M-V/def2-TZVPD",
  "symbols": ["C", "C", "C", "C", "C", "C", "N", "N", "O", "H", "H", "H", "H", "H", "H", "H", "H"],
  "positions_angstrom": [[-0.1633, -0.0412, 0.4965], [2.0792, -0.9690, 0.7361], [2.7709, -0.5288, -0.6479], [2.9537, 0.7346, -0.7884], [-2.4675, 0.2021, -0.5817], [-1.3210, 0.7567, 0.2539], [0.7820, -0.6705, 0.9440], [-1.1656, 1.9460, 0.7982], [2.9095, 1.9888, -0.4069], [2.1246, -1.9630, 0.9535], [2.5305, -0.5507, 1.6347], [3.0727, -1.2659, -1.2463], [-3.2371, 0.9225, -0.3716], [-2.0839, 0.1581, -1.5628], [-2.6555, -0.7462, -0.3686], [2.5834, 2.0324, 0.5022], [-1.9602, 2.5849, 0.6523]],
  "lowdin_charge": [0.042, -0.217, -0.051, -0.127, -0.017, -0.426, 0.060, 0.072, 0.079, 0.082, 0.128, 0.039, 0.081, 0.071, 0.026, 0.119, 0.040],
  "orbital_gap_ha": [0.30877, 0.25320]
}

***

Quick rundown of energy relative to the best compared isomer or geometry (same formula, charge and spin), same order as above: 5.716, 0.315, 4.015, 0.440, 0.127, 7.075 eV